{
  "formula": "C39H56N6O14P3S",
  "method": "ωB97M-V/def2-TZVPD",
  "energy_ev": -117647.334,
  "total_charge": -1,
  "orbital_gap_ev": 5.3,
  "largest_force_ev_per_a": 2.4,
  "species": ["C", "C", "O", "C", "C", "O", "C", "C", "O", "C", "P", "C", "C", "C", "P", "O", "O", "C", "C", "O", "C", "C", "N", "C", "S", "P", "N", "H", "H", "H", "H", "H", "H", "H", "H", "H", "H", "H", "H", "H", "H", "H", "H", "H", "H", "H", "H", "H", "H", "H", "H", "H", "H", "H", "H", "H", "H", "H", "H", "H", "H", "H", "H", "C", "C", "C", "C", "C", "C", "N", "O", "O", "H", "H", "H", "H", "H", "C", "C", "C", "C", "C", "C", "N", "O", "O", "H", "H", "H", "H", "H", "C", "C", "C", "C", "C", "C", "N", "O", "O", "H", "H", "H", "H", "H", "C", "C", "C", "C", "C", "C", "N", "O", "O", "H", "H", "H", "H", "H"],
  "coordinates": [[0.753712, 0.345125, 5.097320], [0.962868, -0.394517, 3.782813], [1.667967, -1.608713, 3.981531], [3.072521, -1.503003, 3.938390], [3.693721, -2.038198, 2.615137], [2.753671, -2.573321, 1.726484], [2.071933, -1.560875, 0.979696], [2.466810, -1.555621, -0.492604], [2.684269, -0.227808, -0.910245], [1.809689, 0.238862, -1.929243], [0.332354, 1.176382, -1.141030], [-0.608886, 1.207541, -2.783662], [-2.136313, 1.435104, -2.807768], [-2.937906, 1.130089, -1.542977], [-4.702870, 0.988851, -1.915875], [-5.110983, 1.442141, -3.255791], [-5.527914, 1.821326, -0.822643], [-5.089081, 1.808223, 0.547438], [-4.756655, 3.233858, 1.003018], [-5.007673, -0.591648, -1.758340], [-6.026037, -1.084474, -0.888868], [-5.461731, -1.568505, 0.433823], [-0.467074, -0.491461, -0.534160], [-0.792915, -1.418457, -1.227546], [-1.222715, -2.676001, -2.115641], [1.221822, 3.222484, -1.495162], [2.038832, 3.528928, -2.843545], [0.314563, 1.316366, 4.884622], [1.713797, 0.468400, 5.588594], [0.081057, -0.212199, 5.741117], [1.490659, 0.260188, 3.091449], [0.004261, -0.651422, 3.342232], [3.454170, -2.106956, 4.755231], [3.388405, -0.474345, 4.116581], [4.363938, -2.853552, 2.869925], [4.299214, -1.265421, 2.133744], [0.996682, -1.643505, 1.112427], [2.346454, -0.581158, 1.360597], [1.720932, -2.057912, -1.103985], [3.396526, -2.124250, -0.573242], [1.479683, -0.579755, -2.570836], [2.395641, 0.911999, -2.552971], [1.064722, 1.156705, 0.120502], [-0.741983, 1.865407, -0.436569], [-0.173912, 2.061390, -3.309626], [-0.341685, 0.379609, -3.435950], [-2.551260, 0.838758, -3.616733], [-2.364367, 2.456381, -3.098858], [-2.860156, 1.952277, -0.834206], [-2.660238, 0.230321, -1.007397], [-5.910192, 1.426552, 1.145375], [-4.218669, 1.178581, 0.690791], [-5.342398, 3.513566, 1.870850], [-5.002515, 3.917752, 0.197077], [-3.698924, 3.336126, 1.219008], [-6.845187, -0.378133, -0.768121], [-6.443474, -1.958379, -1.384570], [-6.260856, -1.798482, 1.131334], [-4.758458, -0.866311, 0.865260], [-4.906950, -2.485816, 0.251769], [0.122143, 4.127760, -1.380333], [2.003788, 3.564000, -0.365577], [2.983489, 3.802011, -2.606054], [9.671458, -1.035626, 3.420250], [9.824718, -1.267406, 4.780915], [8.810639, -1.876500, 5.500690], [7.656411, -2.246813, 4.837429], [7.482419, -2.022964, 3.484960], [8.501296, -1.410193, 2.774618], [6.578635, -2.902689, 5.595447], [6.742299, -3.063885, 6.785172], [5.588143, -3.237718, 4.982186], [10.466598, -0.560732, 2.861329], [10.735654, -0.972820, 5.282881], [8.917983, -2.058307, 6.559085], [6.569453, -2.317187, 2.990144], [8.379808, -1.225518, 1.716659], [6.747475, 7.440698, -4.465090], [6.119156, 8.361992, -3.637994], [5.405758, 7.929564, -2.532382], [5.339488, 6.574730, -2.273315], [5.951834, 5.641005, -3.085633], [6.660470, 6.082866, -4.190781], [4.591685, 6.107491, -1.094234], [4.028540, 6.941789, -0.418849], [4.584639, 4.917809, -0.879148], [7.303969, 7.782052, -5.327917], [6.183090, 9.419200, -3.854902], [4.909180, 8.635924, -1.884970], [5.872431, 4.587091, -2.865967], [7.142655, 5.365213, -4.839472], [0.176169, -4.847754, 3.593340], [-0.007505, -4.048038, 2.474340], [-1.149304, -4.194588, 1.698605], [-2.086825, -5.143790, 2.068242], [-1.915233, -5.954136, 3.174978], [-0.771595, -5.801642, 3.940336], [-3.314135, -5.293706, 1.270522], [-3.447964, -4.586251, 0.299103], [-4.129362, -6.118579, 1.638975], [1.064289, -4.720047, 4.198154], [0.739303, -3.312147, 2.219563], [-1.304754, -3.576550, 0.824141], [-2.661153, -6.688294, 3.438240], [-0.623110, -6.424604, 4.812101], [-7.818330, -0.277407, -6.067180], [-7.497214, -0.448558, -4.727149], [-8.343664, -1.178284, -3.908248], [-9.492517, -1.726282, -4.447992], [-9.827692, -1.565420, -5.779163], [-8.979624, -0.832050, -6.591150], [-10.384583, -2.509909, -3.580752], [-10.085924, -2.618448, -2.410810], [-11.374715, -3.001700, -4.082694], [-7.156188, 0.291727, -6.705714], [-6.592888, -0.007699, -4.321321], [-8.110395, -1.314981, -2.865109], [-10.731787, -2.001471, -6.175570], [-9.224752, -0.694215, -7.635371]],
  "forces_ev_per_a": [[0.0, -0.2, -0.4], [0.0, 0.2, 0.4], [-0.1, 0.0, -0.2], [-0.1, -0.1, 0.0], [0.0, -0.3, 0.2], [-0.1, 0.1, -0.3], [0.2, 0.2, 0.1], [0.1, -0.2, 0.4], [0.0, -0.2, -0.5], [0.1, 0.1, 0.2], [0.5, 0.7, 0.5], [-0.2, 0.6, -0.2], [0.1, -0.4, -0.2], [-0.8, 0.3, 0.3], [0.2, -0.2, -1.3], [0.0, 0.1, 0.0], [0.3, -0.6, 0.4], [-0.2, 0.7, 0.3], [-0.1, -0.2, -0.3], [-0.2, 0.7, 0.7], [-0.2, -0.7, 0.1], [0.3, -0.3, -0.4], [-0.8, -1.9, -1.3], [0.5, 1.2, 1.2], [0.0, -0.1, 0.0], [0.6, 0.6, -0.9], [-0.2, -0.1, 0.3], [0.0, 0.2, 0.1], [0.1, 0.2, 0.2], [0.0, -0.1, 0.2], [0.1, 0.0, -0.2], [-0.1, -0.1, -0.2], [0.1, 0.0, 0.2], [0.0, 0.2, 0.0], [0.1, -0.2, 0.0], [0.0, 0.2, -0.1], [-0.1, -0.2, 0.0], [0.0, 0.2, 0.0], [-0.1, 0.0, -0.1], [0.2, 0.0, -0.1], [-0.1, -0.2, 0.0], [-0.1, 0.3, -0.1], [0.0, -0.2, 0.0], [0.0, -0.1, -0.1], [0.1, 0.0, -0.1], [0.0, -0.4, 0.3], [0.0, -0.1, -0.1], [0.0, 0.2, 0.1], [0.2, 0.1, 0.1], [0.2, -0.1, -0.1], [-0.1, -0.3, 0.0], [0.0, -0.3, -0.1], [0.0, 0.1, 0.2], [0.0, 0.1, -0.1], [0.1, 0.1, 0.1], [0.1, 0.3, 0.0], [-0.1, 0.0, -0.2], [-0.1, 0.1, 0.2], [-0.1, 0.2, 0.2], [0.1, -0.1, 0.0], [0.0, -0.1, 0.2], [-0.3, 0.0, 0.3], [0.1, 0.0, -0.1], [0.0, 0.0, 0.0], [0.0, 0.0, -0.1], [0.1, 0.0, 0.1], [0.1, 0.1, -0.1], [-0.1, 0.0, -0.2], [0.1, 0.0, 0.0], [0.0, 0.1, -0.1], [0.0, 0.0, 0.2], [-0.1, -0.1, 0.0], [0.0, 0.0, 0.0], [0.0, 0.0, 0.0], [-0.1, -0.1, 0.0], [0.0, 0.0, 0.1], [0.0, 0.0, 0.0], [0.0, 0.0, 0.0], [0.0, -0.1, 0.0], [0.0, 0.2, 0.0], [0.1, 0.0, -0.1], [0.1, -0.2, -0.1], [0.0, 0.1, 0.0], [-0.1, 0.0, -0.2], [-0.1, 0.2, 0.1], [0.0, -0.2, 0.1], [0.0, 0.0, 0.0], [0.0, 0.0, 0.0], [0.0, -0.1, 0.1], [-0.1, 0.0, 0.1], [0.0, 0.0, 0.0], [0.0, 0.0, 0.0], [-0.1, 0.0, 0.0], [0.0, 0.1, -0.1], [0.1, 0.0, 0.1], [0.0, -0.1, 0.2], [0.1, 0.1, 0.0], [0.1, -0.1, 0.1], [0.0, 0.2, -0.2], [-0.1, -0.1, 0.0], [0.0, 0.0, 0.0], [0.0, -0.1, 0.1], [-0.1, -0.1, -0.1], [-0.1, 0.0, -0.1], [0.0, 0.0, 0.0], [0.0, 0.0, 0.0], [0.1, 0.1, -0.1], [0.1, 0.0, 0.1], [0.1, 0.0, 0.0], [-0.1, 0.0, -0.2], [0.1, 0.0, 0.0], [0.0, 0.1, 0.0], [0.1, 0.0, 0.2], [-0.2, -0.1, -0.1], [0.0, 0.0, 0.0], [0.0, 0.0, 0.0], [-0.1, -0.1, 0.1], [0.0, -0.1, 0.1], [0.0, 0.0, 0.0]]
}